No. 1
Below is a cluster of 10 separate species, C10H36N18O12 in total, with properties calculated with wB97M-V/def2-TZVPD.

Element x y z (Å)
C  -0.2760  -0.8848  -0.3919
O  -1.0027  -0.1552  -1.1785
O  -0.6603  -2.0789  -0.1488
O  0.7975  -0.4098  0.1255
C  3.1351  0.1549  3.0930
O  4.1658  -0.3730  2.6630
N  2.8042  0.1037  4.4214
N  2.2266  0.7727  2.3138
H  2.0664  0.6666  4.8055
H  3.4334  -0.3119  5.0824
H  2.0491  0.3743  1.3929
H  1.3869  1.0145  2.8178
C  -1.1646  2.4732  2.4797
O  -1.1637  3.2707  3.4291
N  -1.9436  1.3633  2.5260
N  -0.5184  2.6235  1.2970
H  -2.5651  1.2737  3.3059
H  -1.9128  0.6990  1.7779
H  0.1356  3.3637  1.1350
H  -0.3647  1.7610  0.7956
C  -2.7984  2.6956  -2.6362
O  -3.1130  3.7931  -3.1280
N  -3.4722  1.5348  -2.8438
N  -1.6825  2.5571  -1.8877
H  -3.0143  0.7196  -2.4707
H  -4.3626  1.5759  -3.2981
H  -1.4033  1.6409  -1.5486
H  -0.9704  3.2608  -2.0061
C  2.3895  0.6446  -3.0468
O  3.1151  1.1289  -3.9151
N  1.1439  1.0705  -2.6664
N  2.8516  -0.3288  -2.2097
H  0.7329  1.6994  -3.3399
H  0.5575  0.5939  -1.9770
H  3.7788  -0.6793  -2.3735
H  2.3655  -0.6180  -1.3764
C  -0.8865  -1.8980  3.6166
O  -0.8943  -2.0900  4.8285
N  0.1840  -1.8289  2.7699
N  -2.0401  -1.7960  2.8662
H  1.1287  -1.9035  3.0941
H  -0.1447  -1.6079  1.8392
H  -2.7714  -1.3657  3.4103
H  -1.9944  -1.5764  1.8901
C  -1.3924  -2.0330  -4.3691
O  -1.5697  -2.7053  -5.3885
N  -1.4032  -0.6651  -4.3734
N  -1.1290  -2.5512  -3.1564
H  -1.6687  -0.1738  -5.2026
H  -1.1483  -0.1999  -3.5180
H  -1.2071  -3.5340  -2.9689
H  -1.0132  -2.0332  -2.2964
C  -4.2238  -1.4697  0.4744
O  -5.2597  -1.6190  1.1307
N  -3.6543  -2.5155  -0.1813
N  -3.3530  -0.3894  0.4206
H  -2.6720  -2.4397  -0.4303
H  -4.1334  -3.3739  0.0387
H  -3.7922  0.5140  0.4778
H  -2.4295  -0.6007  0.0367
C  2.8760  -3.5305  0.0385
O  3.8460  -4.2916  0.0414
N  1.6202  -3.8286  -0.3939
N  2.8957  -2.3612  0.7375
H  0.9837  -3.0513  -0.5540
H  1.4548  -4.7104  -0.8428
H  2.2175  -1.6106  0.6439
H  3.6334  -2.2061  1.4032
C  2.3389  3.8764  0.0261
O  1.7007  4.5377  -0.7927
N  2.1252  2.5304  0.1881
N  3.3966  4.3392  0.7225
H  1.6722  1.9185  -0.4710
H  2.6849  2.0862  0.9013
H  3.7524  3.8337  1.5163
H  3.5231  5.3337  0.8084

Computed properties:
calculated total energy: -2291.709355 Eh
orbital gap: 8.673 eV
2S+1: 1
relative energy (zero: lowest compared OMol25 entry of this formula, charge and spin): 84.27 kJ/mol
total charge: -2
lowest unoccupied orbital energy: 4.17 eV

=====

No. 2
Below is a cluster of 10 separate species, C10H36N18O12 in total, with properties calculated with wB97M-V/def2-TZVPD.

Element x y z (Å)
C  -0.2456  -0.0491  -0.6377
O  -0.1067  -0.9461  -1.4505
O  -0.0839  1.1307  -0.9928
O  -0.7043  -0.3291  0.4062
C  -1.9681  -0.0158  5.9185
O  -2.1699  0.2618  7.0880
N  -2.2282  0.7568  4.9265
N  -1.4691  -1.1757  5.5144
H  -2.9720  1.4397  4.9504
H  -1.6936  0.4413  4.1297
H  -1.3596  -1.8898  6.2202
H  -1.1006  -1.0922  4.5777
C  -0.1456  6.1557  1.5136
O  -0.5114  7.2224  1.8531
N  1.0240  5.7676  1.0851
N  -0.9790  5.1592  1.5239
H  1.0605  4.8557  0.6526
H  1.6075  6.5208  0.7499
H  -0.6962  4.2827  1.1092
H  -1.7363  5.0997  2.1896
C  -6.1236  1.3881  -1.2176
O  -7.1181  1.5223  -1.8743
N  -5.9339  0.5551  -0.3111
N  -5.0514  1.9496  -1.6095
H  -6.3730  -0.3322  -0.5111
H  -4.9994  0.5046  0.0687
H  -4.1834  1.5728  -1.2564
H  -5.0921  2.5633  -2.4106
C  3.3522  1.9554  4.1921
O  4.4123  2.0768  4.8096
N  3.0011  1.0163  3.3706
N  2.3214  2.7762  4.4110
H  3.5065  0.1460  3.2860
H  2.1796  1.0207  2.7830
H  2.5451  3.5681  4.9966
H  1.4980  2.6457  3.8407
C  3.2394  -4.5634  2.4003
O  4.0509  -4.7671  3.2952
N  3.6406  -4.3840  1.1513
N  1.9772  -4.4629  2.5523
H  2.9826  -4.2293  0.4008
H  4.6309  -4.2286  1.0279
H  1.4133  -4.0443  1.8264
H  1.7852  -4.4223  3.5430
C  -2.0150  6.2198  -5.2064
O  -1.5733  5.6938  -6.1867
N  -1.8570  5.7488  -4.0446
N  -2.3880  7.4693  -5.1313
H  -1.4845  4.8285  -3.8593
H  -2.0779  6.2547  -3.1988
H  -2.6446  7.9699  -4.2924
H  -2.1419  7.9216  -6.0002
C  5.4397  1.0022  -2.6707
O  6.5608  1.3193  -3.0427
N  4.7117  1.8981  -1.9941
N  4.8292  -0.0651  -3.0308
H  3.7056  1.9770  -2.0332
H  5.2026  2.7791  -1.9387
H  3.9016  -0.1526  -2.6409
H  5.2902  -0.8174  -3.5222
C  -3.8287  -5.1477  0.4515
O  -4.6457  -6.0359  0.6234
N  -3.5144  -4.2861  1.3216
N  -2.8971  -5.0241  -0.4795
H  -2.9561  -3.5640  0.8892
H  -4.0908  -4.2576  2.1505
H  -2.7599  -5.7999  -1.1115
H  -2.1411  -4.3633  -0.5888
C  2.6991  -6.5639  -4.3750
O  3.6407  -5.8333  -4.6224
N  2.6548  -7.8673  -4.5696
N  1.6179  -6.0664  -3.9870
H  1.7961  -8.3739  -4.4081
H  3.4340  -8.4398  -4.8614
H  1.4857  -5.1116  -3.6854
H  0.8633  -6.7350  -4.0471

Computed properties:
calculated total energy: -2291.244427 Eh
orbital gap: 2.734 eV
2S+1: 1
relative energy (zero: lowest compared OMol25 entry of this formula, charge and spin): 1304.94 kJ/mol
total charge: -2
lowest unoccupied orbital energy: 3.26 eV

=====

No. 3
Below is a cluster of 8 separate species, C10H36N2O8 in total, with properties calculated with wB97M-V/def2-TZVPD.

Element x y z (Å)
N  2.0303  -1.9048  3.0082
C  2.5737  -1.8410  1.8110
N  2.8339  -0.6624  1.4851
O  2.9132  -2.9417  0.9857
H  1.6550  -2.7574  3.4040
H  1.9586  -1.0703  3.6887
H  3.2837  -0.5320  0.5097
H  2.7591  0.0896  2.1751
C  -1.0923  -2.1393  -1.0233
C  0.0200  -1.1904  -0.3695
O  -0.2240  -1.3322  0.9766
H  -0.9385  -2.1692  -2.1380
H  -2.0570  -1.8166  -0.8205
H  -1.0752  -3.1783  -0.7726
H  -0.0353  -0.1754  -0.7593
H  0.9863  -1.6006  -0.4556
H  0.5591  -1.1034  1.4936
C  1.9914  2.4674  -0.1140
C  1.2033  2.5785  -1.4070
O  -0.0633  2.3429  -1.0311
H  1.7885  1.4904  0.2993
H  1.7861  3.3193  0.4628
H  3.0237  2.4826  -0.3831
H  1.6144  1.9538  -2.1637
H  1.3331  3.5806  -1.8021
H  -0.6559  2.3655  -1.8613
C  -1.1150  1.0797  -3.7147
O  -2.0479  1.5274  -2.8269
H  -1.1878  1.6533  -4.6521
H  -1.3699  0.0510  -3.8625
H  -0.0942  1.0897  -3.2588
H  -2.9783  1.4296  -3.1418
C  -3.4334  0.8812  -0.0806
O  -2.6101  1.8324  0.5709
H  -4.2347  0.7918  0.6648
H  -2.9950  -0.1508  -0.0895
H  -3.8731  1.1413  -1.0653
H  -1.7101  1.8041  0.1284
C  -0.4043  1.2295  2.4516
O  0.0495  2.0704  3.4700
H  -1.4435  0.8852  2.6112
H  0.2137  0.3987  2.5017
H  -0.2900  1.7199  1.5296
H  -0.7363  2.6698  3.6343
C  3.2289  -0.9318  -1.9619
O  3.6796  0.0160  -1.0393
H  3.6665  -0.8836  -2.9034
H  2.2556  -0.6817  -2.2346
H  3.3342  -1.9390  -1.6336
H  3.6450  0.9570  -1.3670
C  -3.3007  -2.6535  1.7612
O  -2.4000  -1.8791  2.5122
H  -2.8611  -3.6898  1.6514
H  -3.3202  -2.2135  0.7816
H  -4.1926  -2.7497  2.4150
H  -1.6470  -1.7110  1.9495

Computed properties:
calculated total energy: -1113.833304 Eh
orbital gap: 9.436 eV
SMILES string: NC(N)=O.CCO.CCO.CO.CO.CO.CO.CO
2S+1: 1
relative energy (zero: lowest compared OMol25 entry of this formula, charge and spin): 325.51 kJ/mol
lowest unoccupied orbital energy: 0.30 eV

=====

What did the first record say?
Below is a cluster of 10 separate species, C10H36N18O12 in total, with properties calculated with wB97M-V/def2-TZVPD.

Element x y z (Å)
C  -0.2760  -0.8848  -0.3919
O  -1.0027  -0.1552  -1.1785
O  -0.6603  -2.0789  -0.1488
O  0.7975  -0.4098  0.1255
C  3.1351  0.1549  3.0930
O  4.1658  -0.3730  2.6630
N  2.8042  0.1037  4.4214
N  2.2266  0.7727  2.3138
H  2.0664  0.6666  4.8055
H  3.4334  -0.3119  5.0824
H  2.0491  0.3743  1.3929
H  1.3869  1.0145  2.8178
C  -1.1646  2.4732  2.4797
O  -1.1637  3.2707  3.4291
N  -1.9436  1.3633  2.5260
N  -0.5184  2.6235  1.2970
H  -2.5651  1.2737  3.3059
H  -1.9128  0.6990  1.7779
H  0.1356  3.3637  1.1350
H  -0.3647  1.7610  0.7956
C  -2.7984  2.6956  -2.6362
O  -3.1130  3.7931  -3.1280
N  -3.4722  1.5348  -2.8438
N  -1.6825  2.5571  -1.8877
H  -3.0143  0.7196  -2.4707
H  -4.3626  1.5759  -3.2981
H  -1.4033  1.6409  -1.5486
H  -0.9704  3.2608  -2.0061
C  2.3895  0.6446  -3.0468
O  3.1151  1.1289  -3.9151
N  1.1439  1.0705  -2.6664
N  2.8516  -0.3288  -2.2097
H  0.7329  1.6994  -3.3399
H  0.5575  0.5939  -1.9770
H  3.7788  -0.6793  -2.3735
H  2.3655  -0.6180  -1.3764
C  -0.8865  -1.8980  3.6166
O  -0.8943  -2.0900  4.8285
N  0.1840  -1.8289  2.7699
N  -2.0401  -1.7960  2.8662
H  1.1287  -1.9035  3.0941
H  -0.1447  -1.6079  1.8392
H  -2.7714  -1.3657  3.4103
H  -1.9944  -1.5764  1.8901
C  -1.3924  -2.0330  -4.3691
O  -1.5697  -2.7053  -5.3885
N  -1.4032  -0.6651  -4.3734
N  -1.1290  -2.5512  -3.1564
H  -1.6687  -0.1738  -5.2026
H  -1.1483  -0.1999  -3.5180
H  -1.2071  -3.5340  -2.9689
H  -1.0132  -2.0332  -2.2964
C  -4.2238  -1.4697  0.4744
O  -5.2597  -1.6190  1.1307
N  -3.6543  -2.5155  -0.1813
N  -3.3530  -0.3894  0.4206
H  -2.6720  -2.4397  -0.4303
H  -4.1334  -3.3739  0.0387
H  -3.7922  0.5140  0.4778
H  -2.4295  -0.6007  0.0367
C  2.8760  -3.5305  0.0385
O  3.8460  -4.2916  0.0414
N  1.6202  -3.8286  -0.3939
N  2.8957  -2.3612  0.7375
H  0.9837  -3.0513  -0.5540
H  1.4548  -4.7104  -0.8428
H  2.2175  -1.6106  0.6439
H  3.6334  -2.2061  1.4032
C  2.3389  3.8764  0.0261
O  1.7007  4.5377  -0.7927
N  2.1252  2.5304  0.1881
N  3.3966  4.3392  0.7225
H  1.6722  1.9185  -0.4710
H  2.6849  2.0862  0.9013
H  3.7524  3.8337  1.5163
H  3.5231  5.3337  0.8084

Computed properties:
calculated total energy: -2291.709355 Eh
orbital gap: 8.673 eV
2S+1: 1
relative energy (zero: lowest compared OMol25 entry of this formula, charge and spin): 84.27 kJ/mol
total charge: -2
lowest unoccupied orbital energy: 4.17 eV

=====

Among the records above, which one has the highest relative energy (zero: lowest compared OMol25 entry of this formula, charge and spin)? number 2

=====

The lowest relative energy (zero: lowest compared OMol25 entry of this formula, charge and spin) belongs to which entry? number 1

=====

The highest relative energy (zero: lowest compared OMol25 entry of this formula, charge and spin) belongs to which entry? number 2